Density functional theory data (the ωB97M-V functional and the def2-TZVPD basis) for a molecular structure, C17H29Br24N2O3 at a distorted geometry.

Values from the calculation:
total charge = +1
E_HOMO = -11.4261 eV
orbital gap = 8.98 eV
M = 2227.13 g/mol
calculated total energy = -62776.32162 Ha

Cartesian coordinates (Å):
N: -1.6607 -4.6560 1.8106
C: -2.5591 -4.0531 0.8230
N: -1.7444 -3.3076 -0.1876
C: -1.9350 -3.7346 -1.6179
C: -1.5302 -2.5449 -2.5552
C: -1.1739 -1.4140 -1.5173
C: -1.5060 -1.8338 -0.0232
C: -2.6683 -0.9164 0.4745
O: -2.1333 -0.1537 1.5436
C: -1.4564 0.9670 1.0079
O: -0.5222 1.3572 1.9602
C: 0.2507 2.4393 1.4709
C: 1.6404 2.0234 0.8948
O: 1.7109 0.6551 0.5384
H: -2.1279 -5.4740 2.1741
H: -1.5226 -3.9641 2.5384
H: -3.0386 -4.8857 0.2834
H: -3.3737 -3.4627 1.2600
H: -0.8157 -3.6963 -0.0055
H: -2.8198 -4.3332 -1.8531
H: -1.1178 -4.4671 -1.7677
H: -2.4456 -2.2646 -3.0922
H: -0.6998 -2.8174 -3.2116
H: -0.0911 -1.2052 -1.4719
H: -1.5964 -0.4664 -1.8705
H: -0.6076 -1.7017 0.5898
H: -2.9705 -0.1848 -0.2936
H: -3.5861 -1.4384 0.7749
H: -2.2038 1.7500 0.7800
H: -0.9071 0.7346 0.0739
H: 0.4307 3.0824 2.3451
H: -0.2738 3.0486 0.7160
H: 1.7913 2.6106 -0.0262
H: 2.4239 2.3162 1.6152
H: 2.4599 0.5110 -0.0351
C: 1.9222 2.0664 -3.8345
Br: 0.5660 0.6863 -3.8542
Br: 1.3037 3.6583 -2.9265
Br: 3.5889 1.4170 -3.1008
H: 2.1101 2.3397 -4.8646
C: -4.7422 2.2571 1.3156
Br: -4.1369 2.7502 -0.4546
Br: -6.0680 3.4914 1.9872
Br: -5.3653 0.4271 1.3617
H: -3.8854 2.3167 1.9754
C: -1.4294 -8.2626 -0.2557
Br: 0.3079 -7.6378 -0.8334
Br: -2.8225 -7.7265 -1.4901
Br: -1.4442 -10.1682 0.0531
H: -1.6396 -7.7838 0.6911
C: 4.7227 -1.7924 0.9736
Br: 2.9081 -2.3303 1.3748
Br: 5.1974 -2.1904 -0.8581
Br: 5.0227 0.0709 1.4019
H: 5.3767 -2.3748 1.6091
C: -2.2794 6.4781 0.8974
Br: -2.2736 4.8578 1.9551
Br: -2.1625 8.0597 1.9998
Br: -0.8913 6.4137 -0.4465
H: -3.2257 6.5201 0.3736
C: -7.6549 -1.6303 -1.6499
Br: -7.0010 -2.5888 -0.1018
Br: -8.8975 -0.2377 -1.1525
Br: -6.2004 -0.9418 -2.7259
H: -8.1959 -2.3410 -2.2604
C: 5.9941 3.7385 -0.2152
Br: 6.9011 5.1608 0.7266
Br: 4.1001 4.0923 -0.4032
Br: 6.8245 3.3617 -1.9207
H: 6.0914 2.8454 0.3878
C: 11.2511 5.2926 2.0978
Br: 11.8959 5.5448 0.2927
Br: 10.1542 6.7764 2.6804
Br: 10.3393 3.5982 2.3024
H: 12.1175 5.2659 2.7450

Löwdin atomic charge list, values in e, 8 entries:
1 N 0.0627
2 C -0.1741
3 N -0.0458
4 C -0.0881
5 C -0.0931
6 C -0.1381
7 C -0.1417
8 C -0.2176


Density functional theory data (the ωB97M-V functional and the def2-TZVPD basis) for a molecular structure, C17H29ClNO6P2Tb at a distorted geometry.

Values from the calculation:
2S+1 = 7
E_HOMO (spin up / spin down) = -6.9320 / -6.8958 eV
orbital gap (spin up / spin down) = 6.85 / 6.83 eV
M = 599.75 g/mol
ΔE to the lowest compared entry with this formula, charge and spin = 136.3 kcal/mol
calculated total energy = -3138.17278 Ha

Cartesian coordinates (Å):
C: -0.8482 3.9795 -1.5693
C: -0.8641 2.6348 -1.2396
N: -0.0197 2.2116 -0.3005
C: 0.8711 2.9653 0.3410
C: 0.9345 4.3133 0.0214
C: 0.0653 4.8246 -0.9401
C: -1.7754 1.6332 -1.9392
P: -2.2121 0.1152 -0.9634
Tb: -0.0331 0.0037 0.1800
P: 2.1603 0.5503 1.2417
C: 1.7052 2.3338 1.4555
C: 0.0371 -2.2050 0.4546
C: -0.9904 -2.7002 1.1802
C: -1.0009 -4.0958 1.3408
C: 0.0107 -4.8840 0.7851
C: 1.0422 -4.2729 0.0653
C: 1.0577 -2.8805 -0.1155
O: -0.7105 0.2227 -4.5602
O: 0.4839 -1.8077 -3.1925
H: -1.5409 4.3427 -2.3167
H: 1.6533 4.9399 0.5370
H: 0.0985 5.8838 -1.1990
C: -3.5026 0.4964 0.1596
C: -2.6660 -1.1700 -2.0493
H: 2.6364 2.8954 1.6028
H: 1.1232 2.3715 2.3896
H: -1.2830 1.2399 -2.8673
H: -2.7189 2.1141 -2.2374
C: 2.4771 -0.1641 2.7785
C: 3.5799 0.4175 0.2202
H: -1.7703 -2.1047 1.6389
H: -1.8073 -4.5569 1.9127
H: -0.0002 -5.9733 0.9143
H: 1.8424 -4.8690 -0.3717
H: 1.8577 -2.4195 -0.6837
H: 0.6379 -1.1960 -2.3997
H: 0.2138 -2.6492 -2.7910
H: -0.3493 -0.6236 -4.1858
H: 0.0894 0.7085 -4.8142
H: 0.8665 -0.2415 -1.4518
H: -4.3883 0.7181 -0.4385
H: -3.6986 -0.3679 0.8131
H: -3.2506 1.3514 0.8034
H: -3.5394 -0.8274 -2.6054
H: -1.8471 -1.4230 -2.7390
H: -2.9086 -2.0615 -1.4582
H: 4.4007 0.8699 0.7767
H: 3.7909 -0.6411 0.0211
H: 3.4298 0.9236 -0.7390
H: 3.3089 0.3260 3.2438
H: 1.6460 -0.0250 3.4546
H: 2.5846 -1.2432 2.7013
O: 0.4319 1.2086 4.4799
Cl: -0.1565 -0.0006 3.9602
O: 0.3730 -1.2383 4.4556
O: -1.5345 0.0371 4.0040
O: 0.0066 0.0096 2.2351

Löwdin atomic charge list, values in e, 8 entries:
1 C -0.0110
2 C -0.2984
3 N -0.0433
4 C -0.2844
5 C -0.0105
6 C -0.0274
7 C -0.2411
8 P 0.7112


Density functional theory data (the ωB97M-V functional and the def2-TZVPD basis) for a molecular structure, C17H29CrN2O4P2 at a distorted geometry.

Values from the calculation:
2S+1 = 4
E_HOMO (spin up / spin down) = -6.9512 / -6.9386 eV
orbital gap (spin up / spin down) = 6.49 / 5.94 eV
M = 439.37 g/mol
ΔE to the lowest compared entry with this formula, charge and spin = 0.0 kcal/mol
calculated total energy = -2802.66029 Ha

Cartesian coordinates (Å):
C: -1.9745 -3.7866 0.3612
C: -1.3041 -2.5654 0.6231
N: -1.2145 -1.6192 -0.3828
C: -1.6857 -1.8838 -1.6131
C: -2.3504 -3.0715 -1.8954
C: -2.4827 -4.0478 -0.9016
C: -0.6595 -2.2804 1.8502
P: -0.0309 -0.6618 2.1686
Cr: -0.1521 0.0665 0.0000
P: -0.2293 0.3928 -2.2824
C: -1.5503 -0.8135 -2.6724
C: 0.9555 1.7855 0.4837
C: 0.3066 2.8072 1.1704
C: 0.9523 4.0348 1.3652
C: 2.2480 4.2376 0.8672
C: 2.9112 3.1881 0.2164
C: 2.2636 1.9543 0.0346
O: 1.8937 -3.9034 0.9174
O: 1.9310 -2.7615 -1.4585
H: -2.0782 -4.4850 1.1924
H: -2.7548 -3.2131 -2.8935
H: -2.9952 -4.9837 -1.1205
C: -1.1811 0.1936 3.2785
C: 1.5512 -0.8820 3.0270
H: -1.3207 -1.2638 -3.6485
H: -2.4939 -0.2455 -2.7289
H: 1.0381 -3.7136 1.3532
H: -0.7785 -3.0081 2.6494
C: -0.8735 1.9761 -2.8643
C: 1.1132 -0.1479 -3.3707
H: -0.7114 2.6497 1.5319
H: 0.4269 4.8308 1.8972
H: 2.7335 5.2099 0.9836
H: 3.9298 3.3395 -0.1496
H: 2.7576 1.1105 -0.4526
H: 1.3667 -0.6696 0.1399
H: 2.8705 -2.6091 -1.6436
H: 1.9212 -3.2804 -0.5981
H: 1.9761 -4.8700 0.9313
H: 1.1046 -0.7851 -0.6846
H: -1.2385 -0.3570 4.2269
H: -0.8309 1.2191 3.4567
H: -2.1733 0.2330 2.8055
H: 1.3631 -1.2600 4.0423
H: 2.1667 -1.6038 2.4702
H: 2.0716 0.0841 3.0811
H: 0.7435 -0.1714 -4.4075
H: 1.9525 0.5551 -3.2765
H: 1.4397 -1.1499 -3.0531
H: -1.0506 1.9506 -3.9502
H: -1.8063 2.1891 -2.3179
H: -0.1385 2.7551 -2.6220
O: -4.4206 0.8608 -0.7124
N: -3.7354 1.2505 0.2421
O: -2.5441 1.6354 0.0942

Löwdin atomic charge list, values in e, 8 entries:
1 C -0.0400
2 C -0.3562
3 N -0.0248
4 C -0.3173
5 C -0.0476
6 C -0.0552
7 C -0.3024
8 P 0.7870


Density functional theory data (the ωB97M-V functional and the def2-TZVPD basis) for a molecular structure, C17H29FIrNO2P2 at a distorted geometry.

Values from the calculation:
2S+1 = 6
total charge = +1
E_HOMO (spin up / spin down) = -7.1409 / -11.6116 eV
orbital gap (spin up / spin down) = 4.62 / 4.54 eV
M = 552.59 g/mol
calculated total energy = -1756.76045 Ha

Cartesian coordinates (Å):
C: -1.9340 2.3255 -2.9720
C: -1.3531 1.1776 -2.3540
N: -1.6065 1.0502 -0.9907
C: -2.6092 1.6742 -0.3808
C: -3.4148 2.5535 -1.1124
C: -3.0338 2.9466 -2.3971
C: -0.5358 0.2543 -2.9736
P: 0.3557 -0.9561 -1.9910
Ir: -0.3724 -0.2986 0.1222
P: -1.5826 0.5573 1.9455
C: -2.9377 1.2263 1.0400
O: 2.8352 3.1094 -2.9087
O: 4.2644 1.3628 0.4199
H: -1.5381 2.6369 -3.9355
H: -4.3159 2.9156 -0.6542
H: -3.6341 3.6946 -2.9535
C: -0.5652 -2.3685 -2.7430
C: 2.1597 -1.2495 -2.2251
H: -3.4364 2.0156 1.5865
H: -3.6770 0.4386 0.9421
H: 2.1307 2.7717 -3.4665
H: -0.3631 0.4085 -4.0401
C: -2.0845 -0.6738 3.1649
C: -0.8395 1.9684 2.8266
H: 0.9704 0.5619 0.3981
H: 4.2270 0.3731 0.1780
H: 3.6103 1.7779 -0.1898
H: 2.5986 3.9886 -2.5072
H: -1.4365 -1.5554 0.1144
H: 0.4224 1.2078 0.6168
H: -0.3080 -2.3369 -3.8090
H: -0.3935 -3.3625 -2.3187
H: -1.6214 -2.0910 -2.6343
H: 2.4205 -1.2484 -3.2947
H: 2.7713 -0.4923 -1.7085
H: 2.4916 -2.2203 -1.8183
H: -1.6017 2.4016 3.4885
H: 0.0297 1.6758 3.4314
H: -0.5230 2.7277 2.1017
H: -2.7486 -0.2247 3.9095
H: -2.6126 -1.4905 2.6640
H: -1.2186 -1.1050 3.6821
F: 3.2300 -4.1458 3.5694
C: 2.5267 -3.2610 2.7885
C: 2.4300 -1.9269 3.1765
C: 1.6634 -1.0602 2.3747
C: 0.9655 -1.5206 1.2439
C: 1.1371 -2.8516 0.8753
C: 1.8902 -3.7544 1.6441
H: 2.9416 -1.5910 4.0863
H: 1.6310 0.0025 2.6354
H: 0.6255 -3.2130 -0.0181
H: 1.9689 -4.8064 1.3706

Löwdin atomic charge list, values in e, 8 entries:
1 C -0.0065
2 C -0.3429
3 N -0.0843
4 C -0.3317
5 C -0.0091
6 C -0.0633
7 C -0.1769
8 P 0.7439


- Which of these has the highest calculated total energy?
  C17H29FIrNO2P2